1.
Here is the ion C3H11BNO2 with charge +1 at a distorted geometry from the OMol25 dataset. Energies are from the ωB97M-V functional and the def2-TZVPD basis.

Output
Relative energy (zero: lowest compared OMol25 entry of this formula, charge and spin) = 33.4 kcal/mol
HOMO level = -15.74 eV
Charge = +1
LUMO energy = -3.28 eV
E = -350.80874 Eh

```
18
Properties=species:S:1:pos:R:3:mulliken_charge:R:1
C 2.350 0.173 0.075 -0.801
N 1.066 0.613 -0.548 -0.329
C -0.341 -0.018 0.318 -0.025
C -0.199 -1.490 0.505 -1.268
B -1.733 0.581 -0.305 0.569
O -2.580 -0.442 -0.421 -0.458
O -1.748 1.954 -0.386 -0.512
H 2.309 0.483 1.178 0.348
H 2.444 -0.901 0.190 0.335
H 3.271 0.374 -0.615 0.322
H 0.890 1.609 -0.536 0.337
H 0.908 0.107 -1.488 0.398
H -0.088 0.558 1.175 0.308
H 0.670 -1.840 1.081 0.359
H -0.010 -1.905 -0.442 0.432
H -1.098 -1.971 0.909 0.363
H -3.510 -0.275 -0.175 0.313
H -2.603 2.390 -0.514 0.309
```

2.
Here is a structure of composition C4H6N2O at a distorted geometry from the OMol25 dataset. Energies are from the ωB97M-V functional and the def2-TZVPD basis.

Output
Relative energy (zero: lowest compared OMol25 entry of this formula, charge and spin) = 136.9 kcal/mol
HOMO level (alpha / beta) = -8.33 / -9.95 eV
Charge = 0
LUMO energy (alpha / beta) = -1.05 / -0.38 eV
E = -340.57667 Eh

```
13
Properties=species:S:1:pos:R:3:mulliken_charge:R:1
N 1.325 -1.178 -1.159 -0.625
C 0.820 -0.229 -0.518 0.272
O 1.307 0.986 -0.137 -0.393
C 0.291 1.123 0.886 -0.479
C -0.515 -0.093 0.393 1.108
C -1.283 0.037 -0.816 -0.876
N -1.121 -1.064 1.138 -0.721
H 2.290 -0.982 -1.425 0.285
H 0.712 0.962 1.881 0.275
H -0.214 2.091 0.817 0.262
H -1.407 -0.876 -1.385 0.349
H -1.796 0.940 -1.158 0.280
H -0.409 -1.718 1.484 0.262
```

3.
Here is a structure of composition C30H43Cl3N5O3PmSi at a distorted geometry from the OMol25 dataset. Energies are from the ωB97M-V functional and the def2-TZVPD basis.

Output
Relative energy (zero: lowest compared OMol25 entry of this formula, charge and spin) = 21.0 kcal/mol
HOMO level (alpha / beta) = -8.05 / -8.06 eV
Charge = 0
Multiplicity = 5
LUMO energy (alpha / beta) = -0.15 / -0.15 eV
E = -3947.05506 Eh

```
86
Properties=species:S:1:pos:R:3:mulliken_charge:R:1
C 5.852 2.065 0.503 -1.940
C 4.484 2.125 1.134 0.770
H 6.584 2.154 1.315 0.492
H 6.064 2.901 -0.195 0.237
H 6.024 1.144 -0.071 0.339
C 4.187 3.068 2.062 0.274
C 5.137 4.170 2.355 -1.506
H 3.337 2.966 2.728 0.572
H 5.280 4.859 1.501 0.271
H 6.117 3.749 2.635 0.338
H 4.696 4.762 3.171 0.395
Pm -1.544 -0.231 -1.424 0.873
Cl -0.196 -2.544 -1.671 -0.505
Cl -1.354 0.464 -3.991 -0.637
H -4.866 -3.193 -5.055 0.330
H -2.597 -4.935 -4.899 0.357
C -4.113 -2.436 -4.807 -0.871
C -2.112 -3.961 -4.759 -0.946
N -3.023 -3.056 -4.055 0.239
H -4.564 -1.634 -4.213 0.249
C -2.824 -2.831 -2.775 -0.092
O -3.267 -1.840 -2.099 -0.712
H -1.202 -4.104 -4.157 0.312
H -2.162 -3.566 -2.292 0.612
H -3.706 -2.041 -5.741 0.303
H -1.850 -3.536 -5.734 0.310
H 1.255 3.841 -1.212 0.096
H 1.110 4.694 1.364 0.443
C 0.236 4.248 -1.153 -0.923
C 0.017 4.691 1.251 -0.996
N -0.359 3.851 0.118 0.250
H -0.388 3.861 -1.959 0.424
C -1.247 2.850 0.182 0.604
O -1.674 2.218 -0.818 -0.629
H -0.450 4.311 2.167 0.254
H -1.565 2.625 1.229 -0.011
H 0.308 5.339 -1.181 0.325
H -0.305 5.719 1.061 0.360
O 3.113 1.494 -0.743 0.109
C 3.515 1.102 0.607 -0.497
C 1.524 1.808 2.015 0.320
C 2.391 0.803 1.603 0.472
H 1.527 2.720 1.411 0.514
C 0.654 1.595 3.115 -1.209
H 4.025 0.150 0.569 0.531
C 2.333 -0.465 2.200 -0.412
H 0.042 2.436 3.491 0.345
C 0.611 0.318 3.714 -0.649
C 1.441 -0.719 3.243 -0.893
H 2.987 -1.243 1.774 0.332
H -0.054 0.140 4.571 0.416
H 1.353 -1.734 3.658 0.365
Si 3.546 1.284 -2.289 0.253
Cl -0.190 -0.213 0.562 -0.036
C 2.234 2.278 -3.260 -0.554
C 2.829 -0.434 -2.809 -1.008
C 5.283 1.510 -2.744 -1.278
H 1.519 2.714 -2.538 -0.336
H 1.633 1.640 -3.938 0.372
H 2.662 3.068 -3.897 0.383
H 5.742 2.456 -2.476 0.371
H 5.236 1.397 -3.829 0.418
H 5.930 0.737 -2.331 0.389
H 2.783 -1.131 -1.966 0.253
H 3.417 -0.889 -3.624 0.392
H 1.818 -0.373 -3.219 0.183
N -7.441 -7.354 2.472 -0.506
C -6.649 -6.490 2.486 0.037
C -5.694 -5.423 2.505 0.387
C -4.612 -5.441 1.609 -1.019
C -3.714 -4.374 1.593 -0.532
C -3.912 -3.324 2.498 1.798
C -4.963 -3.304 3.416 -0.488
C -5.864 -4.371 3.414 -0.981
N -3.187 -2.144 2.341 0.250
C -3.409 -0.920 3.019 -0.607
C -2.886 0.048 2.203 -0.634
N -2.642 -0.524 0.950 -0.001
C -2.558 -1.840 1.168 -0.141
H -4.480 -6.277 0.923 0.436
H -2.896 -4.348 0.875 0.422
H -5.102 -2.447 4.068 0.238
H -6.691 -4.362 4.121 0.429
H -3.947 -0.818 3.945 0.443
H -2.569 1.043 2.450 0.309
H -2.008 -2.548 0.564 0.355
```